15 unconnected molecules or ions with the total composition C30H75N15O15 in a non-equilibrium geometry, computed with wB97M-V/def2-TZVPD.

Geometry as XYZ:
```
135
Properties=species:S:1:pos:R:3:forces:R:3
O -4.75114 0.48680 0.71070 0.0 0.4 0.0
C -4.70905 -0.41139 1.53771 0.4 -0.1 -0.4
N -3.59197 -1.17222 1.69352 -0.9 0.1 0.0
C -5.81574 -0.77649 2.46993 0.0 -0.4 -0.7
H -3.59963 -1.97358 2.30278 0.5 0.0 0.2
H -2.74974 -0.75797 1.36295 0.7 -0.2 -0.3
H -5.48255 -0.38689 3.41484 -0.2 0.0 0.7
H -5.86648 -1.87117 2.47192 -0.3 0.2 0.4
H -6.75488 -0.32860 2.16763 0.0 0.0 0.0
O -1.16194 3.42828 0.92318 0.4 0.8 -0.8
C -1.68101 3.49422 -0.21096 -0.1 -1.0 2.0
N -2.77784 2.76091 -0.45092 0.7 0.8 -2.4
C -1.17491 4.35592 -1.29613 0.5 0.6 -0.8
H -3.02490 2.11188 0.26368 -0.7 -0.6 0.2
H -3.02775 2.67249 -1.46586 -0.6 -0.3 1.4
H -1.58589 4.12224 -2.27557 -0.2 -0.1 0.0
H -0.09097 4.31570 -1.39942 0.0 -0.2 0.3
H -1.41989 5.38645 -1.06612 -0.1 0.2 0.1
O -2.34254 -3.75803 2.75656 -2.1 0.5 1.2
C -2.08941 -4.31118 1.70300 -0.4 -0.1 1.2
N -0.80786 -4.25913 1.37951 1.9 -0.9 -3.3
C -3.15144 -5.07991 0.86911 1.8 -0.4 -0.5
H -0.09559 -3.65486 1.80435 -0.8 -0.3 0.2
H -0.53916 -4.55792 0.44212 0.0 0.0 0.3
H -2.64918 -5.73751 0.13971 0.0 0.1 0.3
H -3.67170 -4.37269 0.25266 -0.5 0.5 -0.1
H -3.84984 -5.70811 1.42740 0.3 0.5 0.4
O 1.98532 -0.17177 -4.43631 0.3 0.6 -0.8
C 1.10249 -0.94966 -4.10595 1.8 0.4 -1.1
N 0.85430 -1.09288 -2.81466 -1.2 -0.6 0.8
C 0.39186 -1.77986 -5.11142 -0.9 -0.1 0.1
H 1.05890 -0.24975 -2.29352 0.0 -0.5 0.2
H 0.00600 -1.59705 -2.59936 -0.1 0.2 0.7
H 0.86439 -1.70759 -6.07816 0.3 -0.1 -0.1
H -0.61750 -1.38197 -5.20451 -0.2 0.1 -0.1
H 0.24849 -2.80030 -4.77633 0.2 -0.3 0.0
O 1.73807 -3.00878 2.69688 0.4 0.3 -0.1
C 2.63152 -2.17865 2.94248 -0.1 -0.4 -0.6
N 2.48176 -1.24018 3.87595 0.0 1.1 0.4
C 3.96910 -2.25457 2.20478 0.5 0.4 0.8
H 1.53158 -1.04758 4.27235 0.6 -0.1 -0.6
H 3.09751 -0.42697 3.87871 0.0 -0.6 0.0
H 4.21124 -3.30070 2.09100 0.1 -0.3 -0.1
H 4.80059 -1.74631 2.73037 -0.5 -0.3 0.1
H 3.98369 -1.80327 1.22394 -0.6 0.0 -0.4
O -1.74229 -1.51053 -1.33529 -1.2 -0.4 0.2
C -2.67956 -2.24365 -1.69694 1.0 0.1 -0.9
N -2.37462 -3.44179 -2.28117 -1.3 -0.5 0.3
C -4.12943 -1.81137 -1.72793 0.1 -1.0 1.3
H -1.43559 -3.79208 -2.09608 0.1 -0.1 -0.3
H -3.12344 -4.11868 -2.54175 1.1 1.0 0.5
H -4.61913 -2.07427 -2.65152 0.0 0.5 -0.6
H -4.20956 -0.82097 -1.34556 0.0 1.2 -0.5
H -4.74512 -2.32062 -0.97740 0.4 -0.5 0.1
O 2.00844 1.07296 -0.07332 -2.7 -0.5 -1.0
C 0.74601 0.88665 -0.15718 1.6 0.1 2.4
N -0.04211 1.23501 -1.17998 1.8 0.1 0.1
C 0.03618 0.31714 1.09384 0.9 -0.2 0.8
H 0.37814 1.66844 -2.01327 -0.6 0.0 0.1
H -1.00485 0.98458 -1.14834 -0.5 -0.2 -0.1
H 0.15911 -0.76446 1.28105 0.0 0.2 -0.8
H -1.02194 0.53312 1.14680 -0.3 0.2 -0.2
H 0.51436 0.69602 2.03340 -0.4 0.2 -1.0
O -0.05216 -0.49097 4.46383 -0.8 -0.6 1.0
C -0.68569 -1.41496 5.03352 0.0 0.9 -1.5
N -0.39573 -2.69193 4.73983 0.5 -0.8 -1.4
C -1.82819 -1.15941 5.95260 -0.1 -1.2 1.6
H 0.13865 -2.82878 3.84994 0.0 0.3 1.2
H -1.02646 -3.47981 4.86737 -0.1 0.7 0.4
H -2.62225 -0.54045 5.57055 -0.1 0.3 -0.6
H -1.50743 -0.67344 6.88803 0.2 -0.1 -0.4
H -2.24671 -2.15044 6.24056 0.0 0.8 -0.1
O 4.94467 -2.78625 -1.57522 0.2 1.6 0.1
C 5.39802 -1.61417 -1.49228 -1.9 -1.8 -1.2
N 6.60803 -1.47808 -0.97530 0.1 0.3 0.2
C 4.61172 -0.44201 -2.05162 0.0 1.0 0.8
H 7.06150 -0.62620 -0.77721 0.3 1.1 0.1
H 6.94492 -2.31788 -0.57970 0.7 -0.7 0.4
H 3.73413 -0.15518 -1.40191 1.0 -0.5 -0.3
H 4.18308 -0.69722 -3.00445 -0.1 -0.4 -0.4
H 5.22433 0.47097 -2.20151 -0.2 -0.5 0.3
O 6.63552 1.87645 0.09892 2.6 0.6 -0.9
C 5.47748 1.93439 0.33372 -3.6 -2.6 0.8
N 4.89013 0.82075 0.99105 1.3 0.7 -0.3
C 4.50640 3.03914 -0.00387 0.5 0.7 1.6
H 3.92116 0.69159 1.14308 -1.1 0.3 -0.3
H 5.44459 -0.02912 1.03347 0.0 0.6 0.1
H 4.98730 3.76516 -0.66179 -0.2 -0.1 0.0
H 4.36290 3.49728 1.00030 0.1 0.3 -0.5
H 3.49116 2.74815 -0.26695 0.3 -0.4 -0.4
O 0.39452 -4.37978 -2.18884 0.2 0.4 0.4
C 1.52844 -3.99452 -1.88701 1.0 -0.8 0.4
N 2.62959 -4.42113 -2.56421 0.0 0.7 0.0
C 1.91459 -3.13618 -0.67794 -0.6 -0.2 -0.6
H 2.49557 -5.02075 -3.36351 0.0 0.1 0.0
H 3.49798 -3.87081 -2.47659 -0.5 -0.5 0.1
H 2.66289 -2.45011 -1.03477 0.2 0.4 0.0
H 2.40393 -3.70192 0.13460 -0.6 0.0 -0.4
H 1.03181 -2.57665 -0.37793 0.0 -0.1 0.4
O 0.44681 2.57115 -3.70767 0.9 -0.3 0.2
C 1.63559 2.84509 -3.95506 -1.3 -0.7 1.4
N 1.85930 3.70944 -4.95468 0.5 -0.4 0.3
C 2.81138 2.38898 -3.08836 1.0 1.3 -0.1
H 1.01261 4.11091 -5.31169 0.2 0.3 -0.4
H 2.77700 4.05483 -5.14376 0.1 0.3 -0.3
H 3.14901 3.30199 -2.52003 -0.4 -0.7 -0.5
H 3.66305 2.16336 -3.74432 -0.2 -0.2 0.1
H 2.73321 1.59154 -2.32905 -0.7 0.4 -0.8
O -4.01412 2.55242 -3.14669 0.4 0.6 1.9
C -3.72658 1.85759 -4.08701 -0.3 -0.3 -1.4
N -4.47535 2.02554 -5.20641 -1.1 0.8 0.3
C -2.57383 0.88771 -4.11227 0.2 0.7 -0.5
H -4.42145 1.45940 -6.01223 0.2 -0.6 -0.6
H -5.31812 2.61479 -5.07900 1.1 -0.6 -0.2
H -1.65678 1.47372 -4.04491 0.1 0.0 0.5
H -2.45924 0.33389 -5.02353 -0.3 -0.2 -0.7
H -2.66984 0.17274 -3.32417 0.1 -0.2 0.8
O -4.28533 1.78227 4.32225 -0.2 0.3 0.2
C -3.72512 2.42227 3.44386 -0.1 -1.0 -0.6
N -2.54498 1.96709 2.92632 0.2 0.8 -0.3
C -4.39581 3.57615 2.70626 0.1 0.1 0.2
H -2.08252 1.19107 3.36914 -0.1 -0.1 0.3
H -1.96551 2.52519 2.29152 -0.3 0.0 0.1
H -5.09640 3.15131 1.98621 0.3 -0.2 -0.2
H -3.67924 4.22393 2.18452 -0.2 -0.2 0.2
H -5.05363 4.14871 3.36219 0.4 0.0 0.3
O 2.85987 4.50541 4.60878 -0.5 -0.2 -0.3
C 2.01709 4.21805 3.77118 0.4 2.0 -0.4
N 1.47130 5.20468 2.94223 -0.1 -1.6 0.2
C 1.53242 2.83993 3.53783 -1.0 -0.5 1.1
H 0.81504 4.96947 2.19819 0.3 0.1 0.5
H 1.76299 6.14698 3.07847 0.2 0.4 0.0
H 1.99393 2.43838 2.65537 0.0 -0.3 -0.6
H 0.42285 2.84269 3.45818 0.7 -0.2 -0.2
H 1.82909 2.24071 4.41567 -0.2 0.2 -0.5
```
Positions in Å, forces in eV/Å.

Computed properties:
Gap between HOMO and LUMO in Eh: 0.350
Relative energy (zero: lowest compared OMol25 entry of this formula, charge and spin) in kJ/mol: 0.0
Calculated total energy in a.u.: -3138.45974
Max |F| in eV Å⁻¹: 4.49